DFT (ωB97M-V/def2-TZVPD) results for a molecular structure, C22H27NNdO3P2.

CARTESIAN COORDINATES (ANGSTROEM)
C1 -1.365 3.583 -2.151
C2 -1.223 2.219 -1.969
C3 0.022 1.587 -2.295
C4 1.125 2.407 -2.748
C5 0.919 3.795 -2.927
C6 -0.311 4.375 -2.644
C7 2.363 1.787 -2.934
C8 2.541 0.419 -2.716
C9 1.395 -0.328 -2.255
C10 1.566 -1.704 -1.897
C11 2.805 -2.309 -2.056
C12 3.917 -1.590 -2.536
C13 3.787 -0.244 -2.848
H1 -2.306 4.066 -1.879
H2 1.745 4.399 -3.296
H3 -0.462 5.436 -2.774
H4 3.212 2.381 -3.265
H5 2.924 -3.360 -1.794
H6 4.869 -2.095 -2.639
H7 4.648 0.324 -3.197
N1 0.210 0.278 -2.044
Nd1 0.196 0.290 1.979
C14 -2.346 1.384 -1.366
H8 -2.316 0.370 -1.794
H9 -3.320 1.819 -1.650
C15 0.381 -2.441 -1.315
H10 -0.544 -2.087 -1.803
H11 0.501 -3.520 -1.459
P1 -2.137 1.173 0.470
P2 0.113 -2.101 0.489
C16 1.420 -3.158 1.223
H12 1.300 -3.166 2.319
H13 1.328 -4.180 0.829
H14 2.406 -2.743 0.967
C17 -1.384 -3.103 0.785
H15 -1.208 -4.142 0.473
H16 -1.632 -3.067 1.858
H17 -2.221 -2.677 0.209
C18 -2.353 2.892 1.124
H18 -3.275 3.407 0.801
H19 -2.360 2.845 2.224
H20 -1.495 3.509 0.816
C19 -3.676 0.326 1.007
H21 -3.631 0.178 2.098
H22 -4.603 0.868 0.766
H23 -3.718 -0.667 0.530
C20 2.619 -0.019 2.478
O1 3.691 -0.249 2.861
H24 1.449 0.957 0.503
C21 -0.388 -1.214 5.695
O2 -0.185 -1.286 4.251
C22 -1.315 -0.996 3.486
O3 -2.430 -1.047 3.979
H25 -1.056 -0.374 5.908
H26 0.619 -1.041 6.077
H27 -0.811 -2.165 6.047

## Properties
Charge ... +1
HOMO level (alpha / beta) ... -10.4 / -10.4 eV
Orbital gap (alpha / beta) ... 6.2 / 6.3 eV
Multiplicity ... 4
Electronic energy ... -2378.8582 Eh

=====

DFT (ωB97M-V/def2-TZVPD) results for C22H27NO3S in the gas phase.

CARTESIAN COORDINATES (ANGSTROEM)
C1 0.714 -4.165 -1.712
C2 -0.030 -2.869 -1.448
O1 0.834 -1.990 -0.721
C3 0.338 -0.784 -0.453
O2 -0.755 -0.428 -0.807
C4 1.294 0.078 0.370
C5 1.068 -0.261 1.870
C6 -0.325 -0.771 2.134
C7 -1.375 0.136 2.216
C8 -2.682 -0.287 2.367
C9 -2.954 -1.640 2.451
C10 -1.913 -2.549 2.410
C11 -0.595 -2.137 2.254
C12 0.499 -3.167 2.250
C13 2.755 -0.171 -0.024
C14 3.004 0.254 -1.469
C15 2.596 1.712 -1.661
N1 1.217 1.915 -1.268
C16 0.276 2.107 -2.235
O3 0.562 2.104 -3.419
C17 -1.099 2.392 -1.771
S1 -2.402 1.486 -2.450
C18 -3.544 2.411 -1.567
C19 -2.955 3.377 -0.817
C20 -1.544 3.381 -0.932
C21 -0.678 4.387 -0.243
C22 0.935 1.552 0.097
H1 0.080 -4.836 -2.283
H2 1.621 -3.968 -2.277
H3 0.983 -4.644 -0.775
H4 -0.935 -3.036 -0.853
H5 -0.324 -2.378 -2.382
H6 1.246 0.643 2.459
H7 1.803 -1.006 2.172
H8 -1.166 1.194 2.164
H9 -3.482 0.436 2.412
H10 -3.971 -1.988 2.558
H11 -2.126 -3.606 2.496
H12 1.150 -3.033 3.114
H13 1.107 -3.094 1.351
H14 0.074 -4.167 2.300
H15 3.398 0.410 0.643
H16 2.998 -1.227 0.101
H17 4.058 0.131 -1.722
H18 2.417 -0.371 -2.145
H19 3.228 2.362 -1.044
H20 2.686 2.006 -2.708
H21 -4.588 2.187 -1.656
H22 -3.496 4.072 -0.199
H23 0.341 4.344 -0.616
H24 -0.668 4.215 0.834
H25 -1.071 5.388 -0.415
H26 1.523 2.195 0.764
H27 -0.126 1.696 0.288

## Properties
Energy relative to the best compared isomer or geometry (same formula, charge and spin) ... 1.1 kcal per mole
SMILES ... CCOC(=O)[C@@]1(Cc2ccccc2C)CCCN(C(=O)c2sccc2C)C1
HOMO level ... -8.5 eV
Orbital gap ... 9.2 eV
Electronic energy ... -1533.2355 Eh

=====

DFT (ωB97M-V/def2-TZVPD) results for C22H27NO4 in the gas phase.

CARTESIAN COORDINATES (ANGSTROEM)
C1 6.759 1.740 1.408
C2 5.658 1.284 1.258
C3 4.361 0.743 1.085
C4 3.269 1.583 0.872
C5 2.006 1.052 0.705
C6 1.803 -0.321 0.741
C7 0.435 -0.940 0.543
C8 -0.677 0.059 0.655
C9 -1.373 0.478 -0.401
C10 -2.457 1.515 -0.321
O1 -2.555 2.424 -1.118
N1 -3.292 1.348 0.731
C11 -4.372 2.238 1.004
C12 -5.662 1.697 1.539
C13 -4.763 2.513 2.425
O2 -1.156 0.062 -1.680
C14 0.053 -0.627 -1.909
O3 1.155 0.214 -1.989
C15 1.157 1.146 -3.063
C16 0.499 2.476 -2.716
C17 0.334 -1.667 -0.814
C18 -0.763 -2.737 -0.798
C19 -0.315 -4.035 -0.128
C20 -1.502 -4.973 0.103
O4 -2.449 -4.438 0.998
C21 2.895 -1.155 0.961
C22 4.162 -0.636 1.129
H1 7.720 2.140 1.537
H2 3.421 2.652 0.838
H3 1.168 1.710 0.534
H4 0.304 -1.686 1.338
H5 -0.875 0.468 1.634
H6 -3.187 0.544 1.330
H7 -4.390 3.042 0.281
H8 -6.585 2.135 1.194
H9 -5.728 0.636 1.726
H10 -5.065 3.514 2.690
H11 -4.224 2.000 3.207
H12 -0.119 -1.124 -2.882
H13 0.670 0.695 -3.938
H14 2.217 1.301 -3.288
H15 0.991 2.915 -1.852
H16 -0.557 2.351 -2.492
H17 0.600 3.156 -3.559
H18 1.295 -2.127 -1.057
H19 -1.643 -2.353 -0.277
H20 -1.065 -2.960 -1.823
H21 0.155 -3.820 0.836
H22 0.423 -4.542 -0.751
H23 -2.044 -5.131 -0.832
H24 -1.141 -5.946 0.466
H25 -2.016 -4.281 1.845
H26 2.750 -2.226 1.000
H27 5.005 -1.291 1.298

## Properties
Energy relative to the best compared isomer or geometry (same formula, charge and spin) ... 94.5 kcal per mole
SMILES ... C#Cc1ccc([C@H]2C=C(C(=O)NC3CC3)O[C@@H](OCC)[C@@H]2CCCO)cc1
HOMO level ... -8.5 eV
Orbital gap ... 9.0 eV
Electronic energy ... -1210.1371 Eh

=====

DFT (ωB97M-V/def2-TZVPD) results for a molecular structure, C22H27NO7PtS2.

CARTESIAN COORDINATES (ANGSTROEM)
Pt1 -0.513 0.135 -0.318
O1 0.607 -1.567 -0.769
C1 1.803 -2.295 -0.360
C2 3.084 -1.665 -0.851
N1 3.674 -0.618 0.013
C3 3.854 -0.936 1.328
C4 2.083 -0.633 2.412
O2 2.210 -1.391 3.299
O3 1.468 0.205 1.816
C5 3.940 0.541 -0.527
C6 1.718 2.127 0.113
O4 2.345 2.714 0.865
O5 0.994 1.598 -0.666
H1 -0.096 -2.212 -0.938
H2 1.790 -2.467 0.714
H3 1.722 -3.259 -0.862
H4 3.837 -2.452 -0.902
H5 2.949 -1.260 -1.851
H6 3.972 -1.988 1.540
H7 4.484 -0.249 1.878
H8 4.550 1.240 0.025
H9 3.758 0.682 -1.581
O6 -1.861 1.618 -0.216
S1 -2.084 2.997 0.470
C7 -3.457 2.710 1.612
C8 -4.613 1.931 0.972
C9 -4.796 0.555 1.616
C10 -3.583 -0.362 1.503
S2 -3.408 -1.346 -0.015
O7 -1.873 -1.331 -0.277
C11 -4.234 -0.486 -1.321
C12 -3.581 0.275 -2.279
C13 -4.333 0.850 -3.291
C14 -5.709 0.664 -3.337
C15 -6.345 -0.128 -2.390
C16 -5.604 -0.729 -1.385
C17 -0.803 3.360 1.617
C18 -0.278 4.647 1.535
C19 0.655 5.049 2.480
C20 1.063 4.163 3.466
C21 0.549 2.870 3.522
C22 -0.399 2.462 2.603
H10 -3.743 3.728 1.886
H11 -3.063 2.233 2.510
H12 -4.464 1.835 -0.104
H13 -5.535 2.496 1.103
H14 -5.694 0.078 1.224
H15 -4.979 0.687 2.685
H16 -3.582 -1.124 2.282
H17 -2.646 0.192 1.569
H18 -2.511 0.413 -2.248
H19 -3.842 1.442 -4.051
H20 -6.286 1.117 -4.132
H21 -7.410 -0.301 -2.448
H22 -6.088 -1.391 -0.676
H23 -0.606 5.325 0.757
H24 1.062 6.050 2.444
H25 1.792 4.478 4.201
H26 0.882 2.188 4.293
H27 -0.808 1.460 2.648

## Properties
Charge ... +2
HOMO level ... -13.3 eV
Orbital gap ... 6.6 eV
Electronic energy ... -2350.9956 Eh

=====

DFT (ωB97M-V/def2-TZVPD) results for a molecular structure, C22H28AsN2O7S2SiW.

CARTESIAN COORDINATES (ANGSTROEM)
W1 -0.171 0.133 -0.060
O1 -0.157 -1.334 4.118
As1 -1.020 -0.460 2.849
O2 -0.083 -1.054 1.344
O3 0.599 1.269 0.937
C1 -2.325 -1.891 2.550
C2 -2.693 -2.655 3.649
C3 -3.588 -3.711 3.520
C4 -4.129 -4.019 2.283
C5 -3.782 -3.262 1.174
C6 -2.885 -2.212 1.308
S1 -2.575 -1.327 -0.200
O4 -3.687 -1.493 -1.067
O5 -2.275 0.114 0.203
O6 -1.268 -1.702 -0.800
H1 0.539 -0.790 4.506
H2 -2.266 -2.437 4.618
H3 -3.858 -4.290 4.393
H4 -4.825 -4.838 2.174
H5 -4.214 -3.477 0.207
C7 0.015 -2.328 -3.708
C8 -0.915 -1.130 -3.859
C9 -0.205 0.213 -3.647
N1 -0.728 0.938 -2.447
C10 -0.157 2.142 -1.969
S2 -1.038 2.766 -0.687
N2 0.896 2.812 -2.453
C11 1.938 2.570 -3.412
O7 1.802 1.844 -4.354
C12 3.173 3.335 -3.120
C13 3.987 3.669 -4.202
C14 5.173 4.348 -3.986
C15 5.560 4.676 -2.692
C16 4.762 4.326 -1.611
C17 3.566 3.660 -1.821
H6 -0.505 -3.253 -3.956
H7 0.393 -2.417 -2.690
H8 0.871 -2.236 -4.380
H9 -1.760 -1.225 -3.177
H10 -1.342 -1.131 -4.863
H11 -0.358 0.860 -4.509
H12 0.861 0.090 -3.519
H13 -1.710 1.180 -2.558
H14 1.110 3.588 -1.838
H15 3.675 3.395 -5.201
H16 5.799 4.620 -4.825
H17 6.489 5.204 -2.526
H18 5.075 4.566 -0.604
H19 2.974 3.359 -0.963
C18 4.088 -0.567 -4.264
Si1 4.272 -0.863 -2.432
C19 5.485 0.320 -1.647
C20 4.641 -2.648 -2.039
C21 2.604 -0.520 -1.633
C22 1.548 -0.295 -1.065
H20 4.984 -0.925 -4.776
H21 3.965 0.491 -4.496
H22 3.230 -1.102 -4.677
H23 6.371 0.426 -2.277
H24 5.809 -0.037 -0.668
H25 5.048 1.311 -1.521
H26 5.597 -2.937 -2.481
H27 3.872 -3.311 -2.441
H28 4.705 -2.812 -0.963

## Properties
Energy relative to the best compared isomer or geometry (same formula, charge and spin) ... 51.4 kcal per mole
Charge ... +1
HOMO level ... -12.4 eV
Orbital gap ... 7.3 eV
Electronic energy ... -4879.8814 Eh

=====

DFT (ωB97M-V/def2-TZVPD) results for a molecular structure, C22H28B2BaBr14O16.

CARTESIAN COORDINATES (ANGSTROEM)
Ba1 2.442 3.954 -1.346
O1 -3.381 -1.819 0.982
C1 -2.673 -1.462 0.096
O2 -2.014 -0.321 0.026
B1 -1.045 -0.335 -1.069
O3 -1.403 -1.529 -1.877
C2 -2.326 -2.211 -1.183
O4 -2.931 -3.155 -1.575
O5 0.363 -0.266 -0.577
C3 0.870 0.882 -0.893
O6 1.953 1.357 -0.653
C4 -0.167 1.644 -1.742
O7 -1.203 0.920 -1.878
O8 0.042 2.826 -1.994
O9 1.738 3.277 1.661
C5 1.093 4.221 2.059
O10 0.879 4.556 3.297
B2 -0.040 5.717 3.368
O11 -0.462 5.891 1.938
C6 0.216 5.103 1.178
O12 0.195 5.013 -0.030
O13 -1.196 5.701 4.247
C7 -1.055 6.669 5.141
O14 -1.814 6.959 6.016
C8 0.177 7.512 4.744
O15 0.749 6.891 3.736
O16 0.558 8.486 5.321
Br1 -5.106 2.882 2.403
C9 -3.810 1.889 1.374
C10 -2.708 2.761 0.811
Br2 -3.306 4.200 -0.343
H1 -4.340 1.254 0.667
H2 -3.365 1.199 2.092
H3 -1.973 2.157 0.289
H4 -2.229 3.158 1.708
Br3 -0.978 0.677 3.238
C11 0.910 0.240 2.883
C12 1.116 -1.147 3.509
Br4 2.530 -2.218 2.659
H5 1.540 1.005 3.320
H6 1.034 0.178 1.807
H7 0.194 -1.717 3.474
H8 1.394 -1.051 4.555
Br5 5.358 -1.211 -3.557
C13 4.242 -2.756 -3.172
C14 3.379 -2.423 -1.949
Br6 4.606 -2.001 -0.494
H9 4.921 -3.569 -2.931
H10 3.694 -3.039 -4.067
H11 2.804 -3.342 -1.807
H12 2.646 -1.628 -2.004
Br7 -3.225 -0.387 -7.700
C15 -2.962 -1.430 -6.077
C16 -3.523 -2.833 -6.179
Br8 -2.410 -3.912 -7.344
H13 -3.530 -0.895 -5.319
H14 -1.904 -1.459 -5.846
H15 -4.594 -2.807 -6.370
H16 -3.474 -3.242 -5.169
Br9 -1.495 -4.467 3.779
C17 -2.262 -2.732 4.428
C18 -3.684 -2.565 3.901
Br10 -4.359 -0.760 4.388
H17 -1.637 -1.955 3.998
H18 -2.293 -2.710 5.511
H19 -4.287 -3.270 4.472
H20 -3.847 -2.824 2.860
Br11 1.268 -7.782 -6.571
C19 0.002 -6.247 -6.564
C20 -0.201 -5.649 -5.173
Br12 1.577 -5.027 -4.534
H21 -0.881 -6.731 -6.968
H22 0.311 -5.388 -7.155
H23 -0.601 -6.292 -4.398
H24 -0.827 -4.764 -5.239
Br13 4.614 1.899 0.499
C21 6.001 1.443 1.817
C22 5.709 2.135 3.135
Br14 6.981 1.416 4.454
H25 6.967 1.736 1.419
H26 5.994 0.372 2.005
H27 4.688 1.933 3.452
H28 5.767 3.217 3.034

## Properties
HOMO level ... -9.7 eV
Orbital gap ... 7.2 eV
Electronic energy ... -38170.8674 Eh

=====

DFT (ωB97M-V/def2-TZVPD) results for a molecular structure, C22H28FI2N4NdOSi.

CARTESIAN COORDINATES (ANGSTROEM)
Nd1 0.172 -0.103 -0.048
C1 0.625 -3.074 -1.010
Si1 -0.718 -3.523 0.247
C2 -0.117 -4.847 1.396
C3 -2.231 -4.036 -0.708
N1 -0.932 -1.924 0.968
C4 -1.950 -1.629 1.878
C5 -2.823 -2.552 2.469
C6 -3.821 -2.148 3.343
C7 -3.986 -0.810 3.676
C8 -3.132 0.139 3.128
C9 -2.165 -0.316 2.277
F1 -1.288 0.648 1.696
H1 0.804 -3.882 -1.721
H2 1.584 -2.840 -0.542
H3 0.279 -2.227 -1.626
H4 0.079 -5.760 0.829
H5 -0.856 -5.094 2.160
H6 0.806 -4.566 1.905
H7 -2.011 -4.944 -1.275
H8 -2.534 -3.268 -1.424
H9 -3.088 -4.255 -0.070
H10 -2.714 -3.603 2.234
H11 -4.476 -2.893 3.774
H12 -4.763 -0.503 4.360
H13 -3.209 1.191 3.368
C10 4.038 4.255 0.885
C11 3.394 4.765 -0.240
C12 2.252 4.158 -0.726
C13 1.764 3.026 -0.074
C14 2.405 2.511 1.050
C15 3.544 3.131 1.534
N2 0.597 2.336 -0.498
N3 -0.138 2.946 -1.292
C16 -1.336 2.300 -1.696
C17 -2.270 3.111 -2.306
C18 -3.498 2.563 -2.657
C19 -3.732 1.223 -2.402
C20 -2.722 0.469 -1.823
N4 -1.542 0.987 -1.467
H14 4.928 4.742 1.260
H15 3.785 5.642 -0.735
H16 1.742 4.541 -1.598
H17 1.996 1.654 1.582
H18 4.041 2.747 2.414
H19 -2.030 4.151 -2.478
H20 -4.258 3.178 -3.120
H21 -4.672 0.756 -2.655
H22 -2.866 -0.588 -1.629
C21 3.774 1.129 -2.622
C22 3.604 0.204 -1.443
O1 2.274 -0.418 -1.440
H23 4.748 1.614 -2.561
H24 3.008 1.905 -2.627
H25 3.735 0.585 -3.567
H26 3.676 0.736 -0.497
H27 4.339 -0.600 -1.442
H28 2.246 -1.035 -2.182
I1 1.499 -1.426 2.374
I2 4.138 -0.473 3.397

## Properties
Energy relative to the best compared isomer or geometry (same formula, charge and spin) ... 0.0 kcal per mole
Charge ... +2
HOMO level (alpha / beta) ... -13.3 / -13.3 eV
Orbital gap (alpha / beta) ... 5.7 / 5.7 eV
Multiplicity ... 4
Electronic energy ... -2695.1438 Eh

=====

DFT (ωB97M-V/def2-TZVPD) results for C22H28N2O2 in the gas phase.

CARTESIAN COORDINATES (ANGSTROEM)
C1 -0.119 -6.286 1.722
C2 -1.179 -5.542 0.909
C3 -2.375 -5.099 1.753
O1 -0.641 -4.501 0.103
C4 -0.019 -3.394 0.583
C5 0.168 -3.028 1.913
C6 0.820 -1.848 2.221
C7 1.289 -0.996 1.231
C8 1.959 0.272 1.641
O2 2.570 0.385 2.689
N1 1.818 1.279 0.753
C9 2.292 2.624 0.971
C10 3.181 3.066 -0.195
C11 2.399 2.989 -1.517
N2 0.972 2.900 -1.261
C12 0.180 2.897 -2.479
C13 -1.225 2.441 -2.185
C14 -1.437 1.201 -1.593
C15 -2.717 0.772 -1.295
C16 -3.805 1.577 -1.592
C17 -3.604 2.810 -2.186
C18 -2.321 3.241 -2.477
C19 0.562 3.927 -0.318
C20 1.103 3.589 1.080
C21 1.121 -1.372 -0.101
C22 0.480 -2.549 -0.416
H1 0.730 -6.524 1.084
H2 0.239 -5.701 2.564
H3 -0.543 -7.212 2.100
H4 -1.554 -6.232 0.139
H5 -3.054 -4.507 1.143
H6 -2.905 -5.978 2.110
H7 -2.078 -4.505 2.611
H8 -0.183 -3.644 2.723
H9 0.971 -1.568 3.253
H10 1.201 1.196 -0.042
H11 2.861 2.608 1.906
H12 3.508 4.089 -0.005
H13 4.067 2.435 -0.248
H14 2.691 2.095 -2.077
H15 2.640 3.866 -2.144
H16 0.165 3.888 -2.966
H17 0.647 2.191 -3.174
H18 -0.594 0.566 -1.365
H19 -2.864 -0.193 -0.833
H20 -4.806 1.243 -1.362
H21 -4.448 3.442 -2.421
H22 -2.170 4.208 -2.937
H23 -0.529 3.963 -0.300
H24 0.925 4.918 -0.642
H25 1.415 4.501 1.589
H26 0.328 3.115 1.683
H27 1.523 -0.763 -0.898
H28 0.349 -2.852 -1.443

## Properties
Energy relative to the best compared isomer or geometry (same formula, charge and spin) ... 34.6 kcal per mole
SMILES ... CC(C)Oc1ccc(C(=O)NC2CCN(Cc3ccccc3)CC2)cc1
HOMO level ... -8.4 eV
Orbital gap ... 9.2 eV
Electronic energy ... -1115.1317 Eh

=====

- Look up the electronic energy of the third one.
  -1210.1371 Eh

=====

- Look up the electronic energy of the third one.
  -1210.1371 Eh

=====

- Which of these has the lowest electronic energy?
  C22H28B2BaBr14O16

=====

- Which of these has the lowest electronic energy?
  C22H28B2BaBr14O16